Molecular formula: C16H20N2O4
Method: DFT, ωB97M-V with the def2-TZVPD basis set

The energy above the lowest of the compared OMol25 structures with the same formula, charge and spin is 14.38 kcal per mole. As for the total charge: 0. As for the lowest unoccupied orbital energy: -0.7 eV. The value obtained for the orbital gap is 8.717 eV.

Positions of all 42 atoms, in Å:
C  -5.09908  2.57271  0.31754
H  -4.98000  1.49388  0.36053
H  -5.77015  2.89173  1.10977
H  -5.52978  2.83637  -0.64449
C  -3.73568  3.24019  0.47548
C  -3.07321  2.80378  1.78444
H  -2.22745  3.44148  2.03110
H  -2.73348  1.77314  1.71127
H  -3.79479  2.87676  2.59416
O  -3.00099  2.88515  -0.68695
C  -1.78327  3.54681  -0.91612
C  -0.55949  2.81201  -0.34989
H  0.34542  3.30323  -0.71309
H  -0.56065  2.85573  0.73869
C  -0.58204  1.34113  -0.77055
N  0.40315  0.55937  -0.05891
C  0.09717  -0.12407  1.05566
O  -1.01131  -0.18732  1.53995
C  1.30600  -0.83742  1.69392
N  1.93928  -1.79417  0.81425
C  1.79844  -3.17468  0.98122
O  1.15293  -3.69952  1.84718
C  2.62289  -3.78292  -0.09043
C  2.84492  -5.10445  -0.41427
C  3.69400  -5.37274  -1.48468
C  4.29570  -4.34809  -2.19819
C  4.07156  -3.01396  -1.87048
C  3.22990  -2.74974  -0.81051
C  2.78779  -1.46523  -0.22524
O  3.07543  -0.33551  -0.55325
H  4.53714  -2.21124  -2.42061
H  4.94978  -4.58813  -3.02292
H  3.88707  -6.39769  -1.76354
H  2.37369  -5.89697  0.14544
H  0.95218  -1.38562  2.57035
H  2.04374  -0.08528  1.99122
H  1.37076  0.63497  -0.34735
H  -0.40384  1.24744  -1.84428
H  -1.56573  0.92905  -0.53402
H  -1.68579  3.59926  -2.00694
H  -1.81775  4.57251  -0.52251
H  -3.86446  4.33809  0.48707